Entry 1:
A 2-piece molecular cluster, CH2NO2 overall, computed with wB97M-V/def2-TZVPD.

Calculated values
Relative energy (zero: lowest compared OMol25 entry of this formula, charge and spin) in kJ/mol: 52.3
Net charge: -1
Molecular weight in g mol⁻¹: 60.03
Highest occupied orbital energy in eV: -3.794
Orbital gap in eV: 8.11
LUMO level in Ha: 0.15869

Atoms and positions in Å:
O -1.4304 -0.6621 0.9307
O 0.3585 1.2956 -0.4604
N 1.7900 -0.3664 -1.6225
C 1.0606 0.4148 -0.9712
H -0.9546 -0.5334 1.7647
H -0.8241 -0.1486 0.3587

Entry 2:
One molecule with the formula CH2NO2P, computed with wB97M-V/def2-TZVPD.

Calculated values
Relative energy (zero: lowest compared OMol25 entry of this formula, charge and spin) in kJ/mol: 554.5
Net charge: 0
Molecular weight in g mol⁻¹: 91.01
Highest occupied orbital energy (spin up / spin down) in eV: -7.731 / -7.732
Orbital gap (spin up / spin down) in eV: 6.59 / 6.59
LUMO level (spin up / spin down) in Ha: -0.04191 / -0.04190

Atoms and positions in Å:
P -1.6642 0.8133 0.2886
O -2.3482 0.5585 1.5110
O -0.0396 -0.0583 0.4469
N 1.0682 -0.8965 0.5980
C 0.9749 -0.2018 -0.5871
H 0.4818 -0.8027 -1.3224
H 1.5270 0.5875 -0.9350

Entry 3:
A 2-piece molecular cluster, CH2NO3S overall, computed with wB97M-V/def2-TZVPD.

Calculated values
Relative energy (zero: lowest compared OMol25 entry of this formula, charge and spin) in kJ/mol: 164.1
Net charge: -1
Molecular weight in g mol⁻¹: 108.10
Highest occupied orbital energy (spin up / spin down) in eV: -1.594 / -1.595
Orbital gap (spin up / spin down) in eV: 5.24 / 5.24
LUMO level (spin up / spin down) in Ha: 0.13387 / 0.13386

Atoms and positions in Å:
S -1.7689 0.3326 0.2819
O 0.2755 -2.2657 0.3593
O -2.2215 0.6743 -1.1199
O -0.6694 1.5564 0.8148
N 1.3189 -0.1850 -0.1705
C 0.6914 -1.1991 0.0832
H 0.1942 1.3012 0.4461
H 2.1798 -0.2146 -0.6949

Entry 4:
An isolated ion of composition CH2NO3S and charge -1, computed with wB97M-V/def2-TZVPD.

Calculated values
Relative energy (zero: lowest compared OMol25 entry of this formula, charge and spin) in kJ/mol: 577.9
Net charge: -1
Molecular weight in g mol⁻¹: 108.10
Highest occupied orbital energy in eV: -3.262
Orbital gap in eV: 6.91
LUMO level in Ha: 0.13412

Atoms and positions in Å:
S -2.7544 0.5566 0.1146
O -2.1119 2.3445 0.2618
O -0.3990 -2.4014 -0.1560
O 0.8079 -0.5274 -0.4588
N -0.4770 -0.9278 -0.4039
C -1.6107 -0.4416 -0.1642
H -1.3946 -2.5932 0.0524
H -1.2484 2.3502 -0.1421

Entry 5:
CH2NO3S as an isolated structure, computed with wB97M-V/def2-TZVPD.

Calculated values
Relative energy (zero: lowest compared OMol25 entry of this formula, charge and spin) in kJ/mol: 373.9
Net charge: -1
Molecular weight in g mol⁻¹: 108.10
Highest occupied orbital energy (spin up / spin down) in eV: -5.020 / -2.145
Orbital gap (spin up / spin down) in eV: 8.89 / 5.23
LUMO level (spin up / spin down) in Ha: 0.14206 / 0.11343

Atoms and positions in Å:
S 1.0309 2.7992 0.3773
O 2.3731 3.4362 0.2823
O 0.1901 3.5079 1.3421
O 0.9524 0.7992 2.5933
N -0.8605 0.9938 -0.1954
C 1.6318 1.0354 1.6643
H -1.2343 1.6401 -0.8938
H -0.7129 1.5733 0.5653

Entry 6:
A 2-piece molecular cluster, CH2NO3S overall, computed with wB97M-V/def2-TZVPD.

Calculated values
Relative energy (zero: lowest compared OMol25 entry of this formula, charge and spin) in kJ/mol: 486.7
Net charge: -1
Molecular weight in g mol⁻¹: 108.10
Highest occupied orbital energy (spin up / spin down) in eV: -2.062 / -2.064
Orbital gap (spin up / spin down) in eV: 5.95 / 5.95
LUMO level (spin up / spin down) in Ha: 0.14285 / 0.14285

Atoms and positions in Å:
S -1.0034 1.2660 0.6539
O -2.3142 1.7106 0.1928
O -0.8726 0.8622 2.0648
O -0.2970 -0.5059 -0.8021
N 0.8020 -0.3716 -1.7193
C 1.0240 -0.8390 -0.4174
H 1.4214 -1.9362 -0.3254
H 1.2397 -0.1861 0.3527

Entry 7:
A 2-piece molecular cluster, CH2NO3S overall, computed with wB97M-V/def2-TZVPD.

Calculated values
Relative energy (zero: lowest compared OMol25 entry of this formula, charge and spin) in kJ/mol: 260.1
Net charge: -1
Molecular weight in g mol⁻¹: 108.10
Highest occupied orbital energy in eV: -4.178
Orbital gap in eV: 7.58
LUMO level in Ha: 0.12493

Atoms and positions in Å:
S -0.4137 0.0410 2.8534
O -0.0349 -1.2158 -0.0892
O 0.5078 -1.1817 -2.2836
O -0.5285 1.5497 -1.9564
N 0.3165 0.7283 -1.5339
C 0.1632 -0.6621 -1.1552
H 0.5745 0.9080 2.5745
H -0.5849 -0.1673 1.5904

Entry 8:
A 2-piece molecular cluster, CH2O2 overall, computed with wB97M-V/def2-TZVPD.

Calculated values
Relative energy (zero: lowest compared OMol25 entry of this formula, charge and spin) in kJ/mol: 401.5
Net charge: 0
Molecular weight in g mol⁻¹: 46.03
Highest occupied orbital energy in eV: -11.457
Orbital gap in eV: 9.53
LUMO level in Ha: -0.07086

Atoms and positions in Å:
O -0.8315 -0.7614 -0.2221
O 0.9977 0.5623 -0.0274
C -0.1699 0.1798 0.2671
H -0.7641 0.8754 0.9172
H -0.0109 0.2966 -1.3745

- Which formula does entry 1 have?
  CH2NO2

- Which of these has the lowest relative energy (zero: lowest compared OMol25 entry of this formula, charge and spin)?
  CH2NO2

Please write out number 8 again, unchanged.
A 2-piece molecular cluster, CH2O2 overall, computed with wB97M-V/def2-TZVPD.

Calculated values
Relative energy (zero: lowest compared OMol25 entry of this formula, charge and spin) in kJ/mol: 401.5
Net charge: 0
Molecular weight in g mol⁻¹: 46.03
Highest occupied orbital energy in eV: -11.457
Orbital gap in eV: 9.53
LUMO level in Ha: -0.07086

Atoms and positions in Å:
O -0.8315 -0.7614 -0.2221
O 0.9977 0.5623 -0.0274
C -0.1699 0.1798 0.2671
H -0.7641 0.8754 0.9172
H -0.0109 0.2966 -1.3745